(1)
DFT (the ωB97M-V functional and the def2-TZVPD basis) results for C37H20BrCoF15GeN2O3S as an isolated structure.

The HOMO energy (alpha / beta) is -8.4 / -8.4 eV. As for the spin multiplicity: 2. The calculation puts the LUMO energy (alpha / beta) at -0.6635 / -0.5558 eV.

Structure (XYZ):
```
81
Properties=species:S:1:pos:R:3:mulliken_charge:R:1
Co 0.85 2.10 0.11 0.34
O 1.19 -0.67 3.05 0.02
C 1.74 0.03 4.07 0.55
C 1.94 -0.60 5.30 -0.56
C 2.51 0.11 6.34 -0.52
C 2.88 1.44 6.18 -0.78
C 2.68 2.06 4.96 -0.67
C 2.12 1.36 3.90 0.22
C 1.95 2.00 2.54 0.41
O 0.76 1.62 1.92 -0.62
N 3.12 1.59 1.71 -0.58
N 2.82 1.72 0.39 0.43
C 3.57 1.27 -0.53 -0.20
C 3.19 1.42 -1.93 0.22
Br 1.88 2.77 -2.26 -0.09
C 3.67 0.67 -2.91 -0.81
C 3.22 0.66 -4.32 0.16
C 4.12 0.87 -5.36 -0.49
C 3.69 0.85 -6.67 -0.58
C 2.35 0.60 -6.96 -0.43
C 1.45 0.38 -5.93 -0.67
C 1.88 0.41 -4.61 -0.14
H 0.86 0.01 2.41 -0.04
H 1.63 -1.63 5.41 0.46
H 2.66 -0.39 7.29 0.41
H 3.32 1.99 7.01 0.39
H 2.96 3.09 4.82 0.39
H 2.02 3.09 2.63 0.44
H 3.48 0.67 1.95 0.42
H 4.48 0.72 -0.31 0.45
H 4.44 -0.05 -2.63 0.40
H 5.17 1.06 -5.13 0.44
H 4.39 1.02 -7.48 0.38
H 2.02 0.58 -7.99 0.38
H 0.41 0.17 -6.15 0.44
H 1.18 0.23 -3.80 0.55
F -3.28 -0.03 -2.02 -0.13
C -3.12 -1.33 -2.33 0.28
C -2.25 -2.11 -1.58 -0.16
C -2.18 -3.45 -1.93 0.58
F -1.39 -4.29 -1.24 -0.27
C -2.91 -3.99 -2.97 -0.02
F -2.81 -5.28 -3.28 -0.30
C -3.75 -3.17 -3.70 0.82
F -4.46 -3.67 -4.71 -0.31
C -3.86 -1.83 -3.38 -0.25
F -4.69 -1.04 -4.07 -0.31
Ge -1.24 -1.22 -0.13 -0.49
S -0.02 0.27 -1.09 0.62
C -0.14 -2.55 0.83 -0.13
C -0.31 -2.92 2.15 0.42
F -1.33 -2.46 2.87 -0.41
C 0.57 -3.77 2.80 0.40
F 0.39 -4.09 4.08 -0.39
C 1.66 -4.27 2.12 0.67
F 2.52 -5.07 2.73 -0.32
C 1.86 -3.92 0.79 0.18
F 2.91 -4.41 0.13 -0.33
C 0.96 -3.08 0.17 -0.03
F 1.17 -2.79 -1.12 -0.39
C -2.71 -0.65 1.06 0.51
C -3.66 -1.60 1.41 0.66
F -3.50 -2.87 1.01 -0.39
C -4.78 -1.31 2.16 0.09
F -5.66 -2.26 2.48 -0.30
C -4.98 -0.01 2.60 0.73
F -6.04 0.30 3.33 -0.31
C -4.05 0.97 2.27 -0.02
F -4.24 2.22 2.69 -0.31
C -2.95 0.63 1.51 -0.63
F -2.09 1.63 1.23 -0.32
C -2.44 4.95 0.47 -1.24
C -1.65 3.91 -0.25 0.96
C -2.31 3.14 -1.34 -0.86
O -0.48 3.73 0.06 -0.75
H -3.28 5.32 -0.12 0.37
H -1.80 5.76 0.80 0.35
H -2.85 4.46 1.37 0.26
H -3.33 2.88 -1.06 0.31
H -1.74 2.25 -1.60 -0.08
H -2.39 3.80 -2.21 0.50
```



(2)
DFT (the ωB97M-V functional and the def2-TZVPD basis) results for C47H52Br2N2O2P2Zr as an isolated structure.

The HOMO energy is -7.3 eV. For the relative energy (zero: lowest compared OMol25 entry of this formula, charge and spin), the calculation gives 33.5 kJ/mol. As for the spin multiplicity: 1. The calculation puts the LUMO energy at 0.1200 eV.

Structure (XYZ):
```
108
Properties=species:S:1:pos:R:3:mulliken_charge:R:1
Zr -0.25 -0.62 -0.24 -2.44
C 0.01 3.73 3.24 -1.68
C 0.54 2.52 2.47 1.08
C 1.47 2.96 1.35 -1.96
P -0.75 1.43 1.71 1.17
C -1.94 0.97 3.06 2.62
C -1.13 0.47 4.27 -1.68
C -3.04 1.94 3.49 -1.94
C -1.48 2.53 0.45 0.84
C -2.31 3.60 0.77 -1.24
C -2.69 4.54 -0.18 -1.29
C -2.18 4.42 -1.46 -0.90
C -1.35 3.37 -1.81 -0.65
C -1.01 2.38 -0.88 0.02
N -0.22 1.28 -1.21 2.17
C 0.14 1.03 -2.57 -1.03
C -0.87 0.98 -3.55 -0.37
C -0.58 0.63 -4.85 -1.13
C 0.73 0.31 -5.21 -1.07
C 1.72 0.36 -4.26 -0.20
C 1.46 0.71 -2.92 0.09
P 2.79 0.75 -1.66 1.10
C 3.73 2.27 -2.17 0.47
C 3.06 3.50 -1.54 -1.02
C 3.93 2.53 -3.66 -1.71
C 3.91 -0.71 -2.03 0.89
C 5.18 -0.48 -2.85 -1.77
C 3.20 -1.95 -2.58 -1.77
H 0.86 4.33 3.59 0.46
H -0.59 3.46 4.10 0.38
H -0.58 4.38 2.59 0.29
H 1.10 1.87 3.16 0.69
H 0.97 3.67 0.68 0.31
H 1.81 2.11 0.75 -0.03
H 2.35 3.45 1.77 0.82
H -2.44 0.10 2.64 -1.28
H -0.68 1.29 4.83 0.33
H -0.34 -0.22 3.97 0.31
H -1.80 -0.07 4.94 0.41
H -3.72 2.15 2.66 0.46
H -2.65 2.88 3.87 0.27
H -3.63 1.48 4.29 0.51
H -2.66 3.72 1.78 0.57
H -3.34 5.36 0.09 0.45
H -2.41 5.17 -2.21 0.38
H -0.95 3.32 -2.81 0.52
H -1.89 1.19 -3.27 0.55
H -1.38 0.58 -5.58 0.42
H 0.96 0.03 -6.23 0.49
H 2.73 0.13 -4.54 0.39
H 4.71 2.15 -1.69 0.65
H 1.99 3.53 -1.78 0.03
H 3.51 4.41 -1.92 0.55
H 3.16 3.49 -0.46 0.20
H 2.98 2.75 -4.14 0.30
H 4.38 1.68 -4.19 0.25
H 4.59 3.39 -3.81 0.53
H 4.24 -0.96 -1.01 0.35
H 4.96 -0.38 -3.91 0.26
H 5.85 -1.34 -2.74 0.47
H 5.74 0.40 -2.54 0.38
H 3.03 -1.87 -3.65 0.33
H 2.24 -2.13 -2.10 0.16
H 3.82 -2.83 -2.41 0.56
Br 4.33 1.73 2.99 -0.10
C 3.70 -0.06 3.09 0.03
C 3.92 -0.76 4.27 -0.59
C 3.54 -2.09 4.30 -0.52
C 2.98 -2.65 3.16 -0.78
C 2.79 -1.84 2.05 0.70
N 3.12 -0.55 2.02 0.09
C 2.22 -2.47 0.80 -0.30
O 2.49 -3.62 0.54 -0.61
O 1.42 -1.73 0.09 0.19
H 4.39 -0.28 5.12 0.46
H 3.69 -2.68 5.19 0.45
H 2.71 -3.70 3.10 0.49
Br -0.71 -2.50 2.11 -0.03
C -2.61 -2.53 2.06 1.20
C -3.27 -3.37 2.91 -0.83
C -4.68 -3.40 2.87 -0.88
C -5.36 -2.60 2.00 -0.92
C -4.67 -1.73 1.12 1.25
C -5.39 -0.91 0.22 -1.34
C -4.71 -0.09 -0.63 -1.31
C -3.30 -0.05 -0.60 -0.42
C -2.52 -0.81 0.25 3.10
C -3.25 -1.67 1.13 -0.97
H -2.72 -4.00 3.59 0.51
H -5.21 -4.07 3.54 0.38
H -6.44 -2.62 1.97 0.42
H -6.47 -0.96 0.22 0.39
H -5.25 0.54 -1.33 0.50
H -2.83 0.62 -1.32 -0.16
C -0.88 -1.92 -2.01 -2.22
C -1.25 -3.28 -1.51 0.88
C -2.59 -3.61 -1.30 -0.15
C -2.95 -4.83 -0.74 -0.53
C -1.97 -5.75 -0.38 -0.69
C -0.63 -5.44 -0.61 -0.66
C -0.28 -4.22 -1.17 0.16
H -1.70 -1.47 -2.57 0.80
H 0.00 -1.97 -2.67 0.83
H -3.37 -2.90 -1.56 0.35
H -3.99 -5.06 -0.57 0.41
H -2.24 -6.70 0.06 0.40
H 0.14 -6.14 -0.34 0.45
H 0.77 -3.99 -1.31 0.29
```



(3)
DFT (the ωB97M-V functional and the def2-TZVPD basis) results for C38H33BrIN8ORe as an isolated structure.

The HOMO energy (alpha / beta) is -15.7 / -15.6 eV. For the relative energy (zero: lowest compared OMol25 entry of this formula, charge and spin), the calculation gives 0.0 kJ/mol. As for the spin multiplicity: 2. The calculation puts the LUMO energy (alpha / beta) at -8.9590 / -9.3483 eV. As for the total charge: +3.

Structure (XYZ):
```
83
Properties=species:S:1:pos:R:3:mulliken_charge:R:1
Re 0.37 0.56 0.10 0.17
C 0.87 -0.30 2.96 -1.39
N 1.04 -0.92 1.62 -0.42
C 2.47 -1.31 1.43 -0.83
C 2.89 -1.03 0.03 -0.12
N 2.20 -0.23 -0.77 0.32
C 2.85 -0.26 -2.02 0.18
C 2.54 0.28 -3.26 -0.15
C 3.41 0.04 -4.30 -1.08
C 4.57 -0.73 -4.14 -0.62
C 4.88 -1.31 -2.92 -1.14
C 3.99 -1.06 -1.88 0.67
N 3.97 -1.53 -0.57 -0.06
C 1.30 1.12 2.80 0.32
N 1.21 1.73 1.63 0.55
C 1.52 3.09 1.87 0.42
C 1.50 4.22 1.06 -0.61
C 1.83 5.43 1.65 -1.01
C 2.18 5.53 3.00 -0.63
C 2.18 4.42 3.82 -1.25
C 1.83 3.21 3.23 0.56
N 1.69 1.94 3.77 0.14
H 1.44 -0.82 3.73 0.60
H -0.18 -0.34 3.23 0.31
H 0.47 -1.77 1.61 0.31
H 2.62 -2.36 1.68 0.62
H 3.09 -0.72 2.12 0.37
H 1.64 0.86 -3.43 0.37
H 3.19 0.45 -5.28 0.49
H 5.23 -0.89 -4.98 0.43
H 5.76 -1.92 -2.79 0.47
H 4.65 -2.15 -0.16 0.27
H 1.21 4.19 0.03 0.73
H 1.82 6.32 1.04 0.50
H 2.44 6.49 3.41 0.46
H 2.43 4.49 4.87 0.51
H 1.82 1.69 4.74 0.29
O -5.13 -3.10 -2.71 -0.49
C -4.41 -2.00 -2.59 0.67
C -4.91 -0.70 -2.75 -0.60
C -4.05 0.36 -2.60 -0.96
N -2.74 0.22 -2.31 -0.41
C -2.32 -1.01 -2.17 0.26
Br -0.42 -1.21 -1.82 0.07
C -3.05 -2.16 -2.29 -0.40
H -6.05 -2.93 -2.96 0.35
H -5.95 -0.53 -2.99 0.41
H -4.40 1.38 -2.71 0.48
H -2.63 -3.15 -2.17 0.55
I 2.05 4.91 -3.96 0.23
C 0.92 3.53 -2.95 -1.38
C -0.37 3.09 -3.24 -0.14
N -0.71 2.17 -2.33 0.37
N 0.29 1.98 -1.45 0.88
C 1.29 2.79 -1.84 -1.10
H -1.04 3.37 -4.04 0.58
H -1.56 1.58 -2.29 0.41
H 2.24 2.79 -1.31 1.04
C -2.09 3.57 4.73 -0.60
C -2.14 2.18 4.60 -1.11
C -1.96 1.59 3.36 0.02
C -1.72 2.38 2.23 0.74
C -1.68 3.76 2.37 -0.46
C -1.87 4.36 3.61 -0.85
C -1.51 1.82 0.88 -1.48
C -1.56 0.48 0.54 1.32
C -2.54 -0.51 0.90 1.54
C -3.85 -0.06 1.13 -0.27
C -4.84 -0.96 1.51 -1.09
C -4.53 -2.30 1.67 -0.60
C -3.24 -2.76 1.43 -1.24
C -2.26 -1.88 1.04 -0.02
H -2.25 4.03 5.69 0.48
H -2.35 1.57 5.47 0.49
H -2.06 0.51 3.27 0.39
H -1.50 4.38 1.50 0.51
H -1.85 5.44 3.70 0.49
H -1.32 2.58 0.12 0.60
H -4.07 0.99 1.02 0.54
H -5.85 -0.60 1.69 0.53
H -5.30 -3.00 1.97 0.48
H -3.01 -3.82 1.54 0.52
H -1.27 -2.26 0.80 0.50
```



(4)
DFT (the ωB97M-V functional and the def2-TZVPD basis) results for a 2-piece molecular cluster, C20H24ClFN4O3 overall.

The HOMO energy is -9.0 eV. As for the spin multiplicity: 1. The calculation puts the LUMO energy at 0.3108 eV. The SMILES is CNC(=O)[C@H](CC(N)=O)NC(C)=O.NCc1ccc(-c2cccc(F)c2)c(Cl)c1.

Structure (XYZ):
```
53
Properties=species:S:1:pos:R:3:mulliken_charge:R:1
C 4.71 -4.60 -3.35 -0.91
N 4.11 -4.54 -2.02 -0.10
C 4.01 -3.42 -1.29 0.05
O 4.42 -2.35 -1.72 -0.64
C 3.42 -3.53 0.13 0.12
C 3.83 -2.41 1.11 -0.66
C 3.09 -1.09 0.90 0.44
N 1.78 -1.07 1.03 -0.30
O 3.67 -0.05 0.67 -0.65
N 3.63 -4.85 0.76 -0.16
C 4.77 -5.50 1.02 0.67
C 6.12 -4.82 0.86 -0.94
O 4.73 -6.65 1.40 -0.66
H 5.71 -4.16 -3.32 0.30
H 4.11 -4.03 -4.06 0.29
H 4.79 -5.64 -3.69 0.35
H 3.79 -5.40 -1.60 0.31
H 2.35 -3.45 -0.02 0.43
H 3.63 -2.72 2.14 0.41
H 4.90 -2.20 1.02 0.22
H 1.28 -1.89 1.30 0.18
H 1.35 -0.17 0.95 0.13
H 2.81 -5.39 0.97 0.23
H 6.90 -5.55 1.05 0.33
H 6.21 -4.02 1.58 0.27
H 6.24 -4.43 -0.15 0.28
N 0.57 2.36 1.36 -0.64
C -0.04 2.53 0.03 -0.30
C -1.50 2.90 0.09 0.18
C -2.29 2.76 1.24 -0.60
C -3.65 3.10 1.22 -0.54
C -4.26 3.57 0.05 0.47
C -5.69 3.88 0.05 -0.29
C -6.17 4.99 0.76 -0.49
C -7.54 5.29 0.77 -0.61
C -8.44 4.46 0.08 -0.38
C -7.97 3.34 -0.62 0.09
F -8.84 2.53 -1.26 -0.31
C -6.60 3.06 -0.63 -0.16
C -3.48 3.71 -1.11 0.45
Cl -4.16 4.32 -2.60 -0.22
C -2.12 3.39 -1.08 -0.74
H 0.40 3.18 1.94 0.23
H 1.58 2.19 1.28 0.23
H 0.07 1.60 -0.53 0.30
H 0.51 3.31 -0.51 0.36
H -1.86 2.37 2.16 0.43
H -4.25 2.97 2.12 0.44
H -5.48 5.63 1.29 0.45
H -7.91 6.15 1.31 0.37
H -9.50 4.67 0.09 0.41
H -6.24 2.19 -1.18 0.47
H -1.54 3.51 -1.99 0.43
```



(5)
DFT (the ωB97M-V functional and the def2-TZVPD basis) results for C10H10N2O2S in the gas phase.

The HOMO energy is -8.7 eV. For the relative energy (zero: lowest compared OMol25 entry of this formula, charge and spin), the calculation gives 196.6 kJ/mol. As for the spin multiplicity: 1. The calculation puts the LUMO energy at -0.0585 eV. The SMILES is C=C1C=CC=C[C@@H]1SN(C)C(=O)N=C=O.

Structure (XYZ):
```
25
Properties=species:S:1:pos:R:3:mulliken_charge:R:1
C 0.17 1.49 -1.15 -1.17
C 0.50 0.20 -1.13 0.57
C 0.19 -0.87 -2.17 -0.62
C 0.95 -1.99 -2.17 -0.39
C 2.11 -2.15 -1.25 -0.42
C 2.22 -1.43 -0.08 -0.68
C 1.21 -0.31 0.08 0.51
S -0.09 -0.71 1.40 -0.15
N -0.89 0.79 1.52 0.00
C -0.41 1.64 2.58 -1.23
C -2.04 1.21 0.93 0.79
O -2.39 2.36 1.03 -0.60
N -2.81 0.20 0.37 -0.35
C -2.81 -0.98 0.17 0.67
O -2.98 -2.09 -0.05 -0.42
H 0.60 2.07 -0.39 0.34
H -0.45 2.02 -1.92 0.28
H -0.60 -0.64 -2.93 0.33
H 0.64 -2.66 -2.97 0.39
H 2.80 -3.07 -1.33 0.26
H 2.98 -1.51 0.71 0.40
H 1.80 0.62 0.41 0.25
H -0.22 1.13 3.39 0.48
H 0.52 2.05 2.34 0.40
H -0.98 2.60 2.60 0.35
```



(6)
DFT (the ωB97M-V functional and the def2-TZVPD basis) results for C3H7OPS2 in the gas phase.

The HOMO energy is -9.4 eV. For the relative energy (zero: lowest compared OMol25 entry of this formula, charge and spin), the calculation gives 187.0 kJ/mol. As for the spin multiplicity: 1. The calculation puts the LUMO energy at 0.7348 eV.

Structure (XYZ):
```
14
Properties=species:S:1:pos:R:3:mulliken_charge:R:1
C 1.67 0.80 1.45 -0.55
C 1.22 1.68 -0.98 -0.62
C -1.52 -1.21 0.13 -0.59
O -0.20 -0.70 -0.21 -0.42
P 0.11 1.04 0.44 0.46
S -1.45 1.97 1.04 -0.37
S 2.69 1.40 0.09 -0.11
H 1.60 1.32 2.40 0.38
H 1.80 -0.27 1.63 0.33
H 1.17 0.91 -1.72 0.31
H 0.87 2.62 -1.30 0.42
H -1.42 -1.53 1.22 0.24
H -1.56 -1.87 -0.66 0.24
H -2.26 -0.31 0.01 0.29
```